{
  "formula": "FH42HgO21",
  "method": "ωB97M-V/def2-TZVPD",
  "gap_ha": 0.382,
  "charge": 1,
  "relative_energy_kj_mol": 0.0,
  "species": ["Hg", "F", "O", "H", "H", "O", "H", "H", "O", "H", "H", "O", "H", "H", "O", "H", "H", "O", "H", "H", "O", "H", "H", "O", "H", "H", "O", "H", "H", "O", "H", "H", "O", "H", "H", "O", "H", "H", "O", "H", "H", "O", "H", "H", "O", "H", "H", "O", "H", "H", "O", "H", "H", "O", "H", "H", "O", "H", "H", "O", "H", "H", "O", "H", "H"],
  "xyz": [[1.1620, -0.6253, -0.8429], [-0.1774, 1.1120, -0.5718], [-0.2786, -2.0405, -1.7482], [-0.8270, -2.4630, -1.0586], [-0.8891, -1.6223, -2.4694], [-2.5517, 1.1998, -4.2403], [-2.7042, 2.0243, -4.7642], [-2.5536, 1.4602, -3.2887], [3.6755, -2.5723, 0.8909], [3.5235, -1.6467, 1.1327], [4.3152, -2.8609, 1.5689], [-1.6679, -3.4850, 0.0871], [-2.6198, -3.2326, 0.0907], [-1.7103, -4.3912, -0.1689], [-3.4940, 0.7960, 1.3109], [-2.6085, 0.7718, 1.7353], [-4.0909, 0.6134, 2.0746], [-1.4089, 0.2558, 4.4416], [-0.8167, 0.7822, 3.9239], [-0.9652, -0.5390, 4.7814], [-4.1172, -2.1201, -0.1533], [-4.0098, -1.2226, 0.2536], [-4.9916, -2.3412, 0.1793], [-1.8227, -1.3991, -3.7673], [-2.0494, -0.5493, -4.2323], [-1.5244, -1.9264, -4.5080], [0.6463, -1.7649, 1.3249], [1.4254, -2.3458, 1.5389], [-0.1488, -2.2814, 1.3537], [2.9399, 0.0916, 0.4073], [3.7114, 0.1349, -0.2024], [2.7224, 1.0524, 0.6228], [2.3728, 0.3472, -4.5368], [3.2374, 0.7293, -4.5361], [1.7755, 0.9480, -4.0740], [0.3417, 1.3800, -3.2833], [-0.0223, 1.3354, -2.3363], [-0.4517, 1.1947, -3.7964], [-0.5736, 1.7005, 2.0894], [-0.3063, 1.2001, 1.2970], [-0.8450, 2.5882, 1.6888], [3.5082, 3.0198, 3.7475], [3.4048, 2.6144, 4.6191], [4.1869, 3.6197, 3.7524], [2.8035, -0.9555, -2.3481], [3.0295, -1.9069, -2.2888], [2.7265, -0.6290, -3.3401], [1.9324, -0.2288, 3.1955], [1.5123, -0.8914, 3.7477], [1.2565, 0.3565, 2.8740], [-1.1164, 3.9845, 0.5332], [-1.5197, 4.7731, 0.8144], [-1.6969, 3.6609, -0.1935], [-3.9913, 0.0810, 3.8585], [-4.3920, -0.1599, 4.6605], [-3.0475, 0.1602, 4.0907], [2.2236, 2.5890, 0.7209], [1.3495, 2.8354, 0.3914], [2.2991, 3.0239, 1.5665], [3.5703, -3.6588, -1.8085], [3.5718, -3.7836, -0.8716], [4.3340, -4.1253, -2.2260], [-2.4703, 1.9531, -1.5618], [-1.8183, 1.4218, -1.0929], [-3.2792, 1.9577, -1.0556]],
  "nbo_charge": [1.67, -0.88, -1.06, 0.52, 0.53, -1.02, 0.50, 0.52, -0.99, 0.50, 0.49, -0.99, 0.52, 0.49, -1.01, 0.49, 0.51, -0.96, 0.51, 0.48, -0.97, 0.51, 0.48, -0.97, 0.52, 0.49, -1.00, 0.51, 0.51, -1.03, 0.51, 0.53, -0.94, 0.48, 0.52, -1.00, 0.51, 0.50, -1.04, 0.50, 0.52, -0.96, 0.49, 0.47, -1.09, 0.53, 0.53, -0.95, 0.47, 0.48, -0.97, 0.48, 0.50, -1.00, 0.48, 0.50, -0.96, 0.51, 0.51, -0.98, 0.50, 0.50, -1.00, 0.51, 0.50]
}

{
  "formula": "FHN2O",
  "method": "ωB97M-V/def2-TZVPD",
  "gap_ha": [0.380, 0.343],
  "relative_energy_kj_mol": 420.4,
  "species": ["N", "N", "O", "F", "H"],
  "xyz": [[0.8228, -0.4372, -0.2238], [0.1449, -0.9903, -0.9482], [-0.1515, 1.2706, 0.8558], [-1.2608, -0.9060, -1.1560], [0.4446, 1.0629, 1.4722]],
  "nbo_charge": [0.05, 0.21, -0.48, -0.20, 0.41]
}

{
  "formula": "FHN2O2S",
  "method": "ωB97M-V/def2-TZVPD",
  "gap_ha": 0.289,
  "relative_energy_kj_mol": 465.4,
  "species": ["N", "N", "O", "O", "F", "S", "H"],
  "xyz": [[2.0535, -0.1845, 0.2955], [1.4901, 0.0575, 1.5436], [2.1851, -0.2678, 2.4740], [0.4657, 0.6649, 1.4668], [2.9086, -1.1949, 0.2371], [0.2036, -0.6273, -0.9689], [0.6221, 0.5577, -1.5470]],
  "nbo_charge": [0.07, 0.58, -0.35, -0.35, -0.17, 0.07, 0.15]
}

{
  "formula": "FHNO",
  "method": "ωB97M-V/def2-TZVPD",
  "gap_ha": 0.329,
  "charge": -1,
  "relative_energy_kj_mol": 11.7,
  "species": ["N", "O", "F", "H"],
  "xyz": [[-0.2764, -0.3492, -0.3522], [0.5798, 0.2928, -1.0403], [0.7285, -0.3080, 1.5103], [-1.0319, 0.3644, -0.1178]],
  "nbo_charge": [0.01, -0.44, -0.81, 0.24]
}

{
  "formula": "FHNO3P",
  "method": "ωB97M-V/def2-TZVPD",
  "gap_ha": 0.185,
  "charge": -2,
  "relative_energy_kj_mol": 78.5,
  "species": ["N", "O", "O", "O", "F", "P", "H"],
  "xyz": [[-2.2780, -0.3984, -0.4499], [2.1683, -1.2213, -0.6841], [1.6497, -0.0480, 1.5409], [1.8860, 1.3405, -0.6002], [-3.5467, 0.3031, -0.0610], [1.7194, 0.0015, 0.0467], [-1.5987, 0.0226, 0.2076]],
  "nbo_charge": [-0.75, -1.14, -1.14, -1.14, -0.47, 2.41, 0.23]
}

{
  "formula": "FHO2PSr",
  "method": "ωB97M-V/def2-TZVPD",
  "gap_ha": [0.181, 0.320],
  "spin_multiplicity": 2,
  "species": ["P", "O", "O", "F", "Sr", "H"],
  "xyz": [[-1.9130, -0.6386, -0.2815], [-1.4234, -0.3345, -1.8648], [-0.6622, 0.1287, 0.4005], [3.2001, 0.4797, 2.1466], [1.3185, 0.2452, 1.3958], [-0.5200, 0.1197, -1.7966]],
  "mulliken_spin": [0.81, 0.07, 0.13, 0.00, 0.00, 0.00]
}